Formula: C41H65AlNO13
Source: the Open Molecules 2025 dataset
Level of theory: ωB97M-V/def2-TZVPD

Results
HOMO-LUMO gap   0.23537 Ha
2S+1   1
HOMO   -4.7 eV
Energy relative to the best compared isomer or geometry (same formula, charge and spin)   13.723 eV
Net charge   -1

The geometry in XYZ format:
```
121
Properties=species:S:1:pos:R:3:forces:R:3:lowdin_charge:R:1
C 3.80428 0.77275 3.88630 -0.48 0.11 -0.17 -0.111
C 3.90805 -0.67462 3.08947 1.08 0.94 0.38 -0.262
O 2.59286 -1.34046 2.90318 2.48 -1.06 0.82 -0.228
C 2.81789 -2.80421 3.00660 0.37 -0.81 -1.04 -0.220
C 1.73824 -3.69280 2.12474 0.17 -0.43 0.64 -0.178
C 0.32802 -4.00938 2.91785 -0.63 -0.89 -1.35 -0.228
C -0.96711 -3.16889 2.27721 0.21 -0.17 1.29 -0.286
C -2.31908 -3.33877 3.23987 1.91 -0.55 0.00 -0.296
Al -3.90810 -2.16509 2.59869 0.55 0.48 0.32 0.252
C -5.04232 -1.52454 4.23430 -1.16 2.61 0.85 -0.263
C -5.56602 0.02812 3.90250 1.76 2.32 1.63 -0.295
N -4.92096 1.16292 4.39300 -2.96 -3.77 -1.98 -0.013
C -3.26885 -0.39503 1.68286 -0.32 0.78 -0.54 -0.293
C -2.50525 -0.64828 0.25503 0.63 -0.69 0.67 -0.273
C -0.93943 -0.15364 0.20744 3.49 0.77 -1.20 -0.134
C -0.05566 -0.69831 -1.10418 2.43 2.67 3.11 -0.017
C 1.53067 -0.29071 -1.20023 -2.16 1.05 2.63 -0.070
C 2.28019 0.63092 -0.06630 -3.96 -0.33 0.99 -0.091
C 1.43234 1.22881 1.21675 -2.10 -3.02 -3.52 -0.058
C -0.18267 0.80105 1.30393 2.03 -0.93 -2.46 -0.025
H 2.70023 0.90351 4.25145 2.10 -0.29 -0.52 0.073
H 4.02985 1.68622 3.16615 -0.35 -1.97 1.52 0.073
H 4.54004 0.84058 4.81976 -1.65 -0.22 -2.10 0.089
H 4.42956 -0.44840 2.04916 -1.24 -0.74 1.91 0.118
H 4.66155 -1.34809 3.71421 -1.74 1.19 -1.29 0.115
H 2.83228 -3.17177 4.14156 -0.16 0.88 -2.30 0.133
H 3.89108 -3.01903 2.54383 -2.14 0.31 0.97 0.114
H 1.51056 -3.22632 1.06477 0.57 -0.66 2.26 0.119
H 2.27385 -4.73987 1.92670 -0.98 2.25 0.44 0.105
H 0.09377 -5.16179 2.71674 0.43 2.33 0.56 0.102
H 0.40491 -3.89905 4.08280 -0.09 0.11 -2.25 0.103
H -0.63502 -2.04102 2.28873 -0.75 -2.12 -0.42 0.095
H -1.21355 -3.56447 1.17839 0.79 0.99 2.31 0.112
H -2.56243 -4.49376 3.22648 0.39 2.09 0.29 0.044
H -1.95286 -3.02637 4.33140 -0.80 -0.80 -2.07 0.056
H -4.83764 -3.00458 1.59270 -0.17 -0.12 -0.22 -0.090
H -5.99166 -2.18849 4.41339 1.73 1.25 -0.17 0.036
H -4.37207 -1.42490 5.21520 -1.57 -0.24 -2.00 0.062
H -6.50502 0.24197 3.20136 1.85 -0.94 1.30 0.097
H -5.41337 2.03417 4.05152 0.60 -1.40 0.21 -0.015
H -2.63528 0.15299 2.49950 -1.03 -0.68 -1.75 0.042
H -4.22772 0.25910 1.45886 1.96 -1.03 0.57 0.043
H -2.47692 -1.83170 0.09978 0.20 2.49 0.05 0.082
H -3.12931 -0.23276 -0.65495 1.47 -0.57 1.76 0.106
H -0.54594 -1.36405 -1.95584 1.19 1.59 2.15 0.082
H 2.15068 -0.67921 -2.11988 -1.30 0.78 2.10 0.054
H 3.42375 0.88891 -0.13081 -2.52 -0.66 -0.04 0.068
H 1.92358 1.89970 2.07312 -1.20 -1.71 -2.22 0.068
H -0.76267 1.23489 2.22389 1.06 -1.10 -2.05 0.069
O 3.18615 -2.63006 -3.61360 -1.63 0.02 -0.50 0.083
C 2.14470 -2.93139 -4.17285 1.28 0.24 1.03 -0.457
O 0.90040 -2.64543 -3.68898 1.13 0.06 -0.01 0.006
C -0.08026 -3.23810 -4.53917 -0.80 -0.16 -0.05 -0.154
C 0.61023 -3.43964 -5.86263 -0.29 -0.01 -0.92 -0.151
C 2.03765 -3.70191 -5.45387 -0.11 0.01 -0.43 -0.079
H -0.40527 -4.18323 -4.09167 0.06 0.08 0.02 0.133
H -0.94352 -2.57195 -4.62664 0.21 0.00 0.23 0.132
H 0.17114 -4.24364 -6.45923 -0.01 0.08 0.14 0.123
H 0.56078 -2.51557 -6.45140 -0.13 -0.27 0.15 0.087
H 2.21426 -4.76155 -5.24942 0.09 0.22 0.03 0.096
H 2.74351 -3.32798 -6.19908 0.16 -0.18 0.28 0.128
O 0.40149 -0.58152 -7.76904 1.25 0.49 1.26 0.091
C 1.36168 -0.11165 -7.18130 -1.69 -0.42 -0.70 -0.461
O 1.48282 -0.06050 -5.82230 -0.49 -0.42 -0.97 0.027
C 2.67390 0.64881 -5.48470 0.49 0.30 0.80 -0.157
C 3.55168 0.55586 -6.70527 0.88 0.09 -0.13 -0.165
C 2.54958 0.53037 -7.83157 0.54 -0.11 -0.15 -0.088
H 2.40771 1.68290 -5.24185 -0.03 -0.10 -0.01 0.134
H 3.14178 0.18838 -4.60965 -0.34 0.01 -0.07 0.126
H 4.27319 1.37378 -6.77994 -0.09 -0.11 0.11 0.120
H 4.11037 -0.38786 -6.68946 -0.06 0.15 0.06 0.122
H 2.27758 1.53825 -8.15715 -0.07 -0.13 -0.10 0.135
H 2.90801 -0.06564 -8.67402 -0.36 0.23 -0.06 0.129
O 4.27639 4.50691 4.28504 -1.52 -0.47 0.95 0.085
C 3.09753 4.42263 4.58730 1.72 0.12 -0.75 -0.457
O 2.60897 3.59664 5.55850 0.80 0.25 -0.24 0.010
C 1.18435 3.67511 5.56693 -0.61 -0.29 0.31 -0.164
C 0.85488 4.99515 4.92051 -0.72 0.45 0.09 -0.161
C 1.97578 5.16502 3.92646 -0.25 0.08 0.54 -0.101
H 0.78435 2.82525 5.00399 0.03 0.04 0.04 0.127
H 0.81823 3.62228 6.59638 0.25 -0.18 -0.12 0.126
H -0.13944 5.01593 4.46658 0.20 -0.07 0.15 0.110
H 0.90246 5.79641 5.66800 -0.05 -0.12 -0.03 0.122
H 1.74661 4.68833 2.96935 0.33 0.14 0.39 0.105
H 2.22966 6.21798 3.78417 0.15 -0.38 -0.35 0.136
O 1.87642 5.75014 1.19670 -1.90 0.46 -0.08 0.088
C 0.66386 5.87484 1.14856 1.94 -0.43 -0.14 -0.444
O -0.15296 5.88542 2.24258 0.89 0.22 -0.56 -0.008
C -1.51215 5.93779 1.81170 -0.97 -0.19 0.27 -0.169
C -1.46580 6.50598 0.41744 -0.63 0.40 -0.51 -0.163
C -0.14865 5.99105 -0.10543 -0.27 0.35 -0.31 -0.078
H -1.92494 4.92375 1.83385 0.02 0.17 0.05 0.128
H -2.09026 6.57077 2.49122 0.23 -0.27 0.05 0.125
H -2.32351 6.21495 -0.19475 0.07 0.02 0.20 0.122
H -1.43936 7.60149 0.46395 -0.04 -0.13 0.00 0.119
H -0.24981 5.00108 -0.55880 0.17 0.05 0.01 0.142
H 0.30695 6.69390 -0.80675 0.19 -0.39 0.05 0.129
O 2.14544 -6.90762 -4.09164 0.98 -0.33 -1.93 0.112
C 2.84145 -7.33723 -4.99672 -1.47 0.51 1.79 -0.457
O 2.74722 -6.93452 -6.29793 -0.20 0.12 0.66 0.014
C 3.63143 -7.71969 -7.09634 0.17 -0.06 -0.73 -0.169
C 4.66585 -8.25108 -6.13898 0.87 -0.33 -0.13 -0.170
C 3.88315 -8.40599 -4.85961 0.55 -0.06 0.05 -0.083
H 3.05495 -8.52015 -7.57183 0.01 0.07 0.03 0.129
H 4.07876 -7.09458 -7.87464 -0.29 0.02 0.13 0.129
H 5.13304 -9.17834 -6.48114 -0.07 0.15 -0.04 0.119
H 5.45768 -7.50552 -5.99700 -0.12 -0.13 -0.06 0.125
H 3.39001 -9.38017 -4.79967 -0.01 0.11 0.15 0.137
H 4.51081 -8.23456 -3.98207 -0.41 -0.14 0.05 0.135
O -4.42361 5.11908 2.50143 -1.79 -0.30 0.87 0.105
C -5.60247 5.03480 2.80369 2.09 -0.24 -0.58 -0.441
O -6.09103 4.20881 3.77489 0.65 0.56 -0.46 0.013
C -7.51565 4.28728 3.78331 -0.58 -0.39 0.37 -0.168
C -7.84512 5.60732 3.13690 -0.75 0.54 0.01 -0.173
C -6.72422 5.77719 2.14285 -0.34 0.44 0.05 -0.088
H -7.91565 3.43742 3.22038 0.06 0.04 0.06 0.133
H -7.88177 4.23445 4.81277 0.27 -0.16 -0.14 0.132
H -8.83944 5.62810 2.68297 0.10 -0.06 0.12 0.119
H -7.79754 6.40858 3.88439 -0.04 -0.14 -0.09 0.122
H -6.95339 5.30050 1.18574 0.16 0.09 0.01 0.137
H -6.47034 6.83014 2.00056 0.18 -0.29 -0.26 0.129
```
Forces are in eV/Å.